Run w
DFT (wB97M-V/def2-TZVPD) results for a cluster of 3 separate species, C5H13NOS in total.

## Properties
net charge	0
M	135.232	g mol⁻¹

Bonds (Å) are listed after each position.
Geometry (Å):
1 C -1.476 -2.116 0.338  N2 1.419, H9 1.116, H10 1.085, H11 1.096
2 N -1.074 -0.757 0.402  C1 1.419, C3 1.419
3 C -0.122 -0.358 -0.573  N2 1.419, C4 1.514, C5 1.615, H13 1.196
4 C 0.444 1.034 -0.754  C3 1.514, C5 1.567, H14 1.146, H15 1.100
5 C -0.776 0.645 -1.656  C3 1.615, C4 1.567, H16 1.134, H17 1.181
6 S 1.753 0.788 -3.743  H18 1.405
7 C 0.752 0.980 2.760  O8 1.393, H19 1.137, H20 1.144, H21 1.147
8 O -0.535 0.847 2.243  C7 1.393, H12 1.072
9 H -1.764 -2.562 -0.644  C1 1.116
10 H -0.671 -2.827 0.490  C1 1.085
11 H -2.185 -2.391 1.127  C1 1.096
12 H -0.784 0.126 1.490  O8 1.072
13 H 0.577 -1.251 -0.955  C3 1.196
14 H 0.234 1.945 -0.091  C4 1.146
15 H 1.355 1.268 -1.324  C4 1.100
16 H -0.559 0.328 -2.723  C5 1.134
17 H -1.780 1.258 -1.551  C5 1.181
18 H 3.006 0.204 -3.492  S6 1.405
19 H 0.760 0.837 3.889  C7 1.137
20 H 1.432 0.152 2.359  C7 1.144
21 H 1.410 1.850 2.405  C7 1.147

---

Run x
DFT (wB97M-V/def2-TZVPD) results for the molecule C5H13NOS.

## Properties
net charge	0
M	135.232	g mol⁻¹
SMILES string	OCCNCCCS

Bonds (Å) are listed after each position.
Geometry (Å):
1 O -3.327 1.390 0.727  C2 1.395, H9 0.964
2 C -2.133 0.690 0.548  O1 1.395, C3 1.531, H10 1.098, H11 1.074
3 C -0.902 1.593 0.440  C2 1.531, N4 1.461, H12 1.099, H13 1.089
4 N 0.217 0.822 -0.098  C3 1.461, C5 1.478, H14 1.003
5 C 0.813 -0.112 0.881  N4 1.478, C6 1.543, H15 1.091, H16 1.084
6 C 1.211 -1.460 0.242  C5 1.543, C7 1.526, H17 1.095, H18 1.095
7 C 1.280 -1.654 -1.270  C6 1.526, S8 1.818, H19 1.086, H20 1.093
8 S 2.404 -0.451 -2.042  C7 1.818, H21 1.338
9 H -3.167 2.204 1.217  O1 0.964
10 H -2.087 0.072 -0.358  C2 1.098
11 H -1.961 -0.060 1.298  C2 1.074
12 H -0.663 2.088 1.392  C3 1.099
13 H -1.156 2.357 -0.294  C3 1.089
14 H 0.960 1.377 -0.481  N4 1.003
15 H 1.682 0.318 1.381  C5 1.091
16 H 0.012 -0.274 1.593  C5 1.084
17 H 0.670 -2.322 0.645  C6 1.095
18 H 2.219 -1.669 0.614  C6 1.095
19 H 0.298 -1.534 -1.717  C7 1.086
20 H 1.584 -2.695 -1.408  C7 1.093
21 H 2.045 -0.679 -3.311  S8 1.338

---

Verdict on stability: run w comes out at the bottom.

---

Run w
DFT (wB97M-V/def2-TZVPD) results for a cluster of 2 separate species, C5H13NOS in total.

## Properties
net charge	0
M	135.232	g mol⁻¹

Bonds (Å) are listed after each position.
Geometry (Å):
1 C -1.624 0.507 -0.456  C2 1.518, C4 1.519, H9 1.111, H10 1.085
2 C -1.227 1.897 0.009  C1 1.518, O3 1.462, H11 1.096, H12 1.105
3 O -1.162 1.946 1.469  C2 1.462, H13 0.967
4 C -1.431 -0.655 0.503  C1 1.519, N5 1.461, H14 1.096, H15 1.091
5 N -0.037 -1.021 0.743  C4 1.461, C6 1.461, H16 1.028
6 C 0.884 -0.872 -0.382  N5 1.461, C7 1.523, H17 1.108, H18 1.098
7 C 2.121 -1.752 -0.263  C6 1.523, S8 1.921, H19 1.090, H20 1.099
8 S 3.289 -1.170 -1.673  C7 1.921
9 H -2.645 0.533 -0.895  C1 1.111
10 H -1.070 0.407 -1.384  C1 1.085
11 H -1.904 2.716 -0.257  C2 1.096
12 H -0.185 2.052 -0.325  C2 1.105
13 H -0.984 2.866 1.708  O3 0.967
14 H -1.885 -1.519 0.005  C4 1.096
15 H -1.905 -0.459 1.465  C4 1.091
16 H 0.368 -0.443 1.491  N5 1.028
17 H 1.300 0.151 -0.470  C6 1.108
18 H 0.444 -1.106 -1.361  C6 1.098
19 H 2.580 -1.484 0.689  C7 1.090
20 H 1.752 -2.786 -0.293  C7 1.099
21 H 3.321 0.192 -0.323  no bonds

---

Run x
DFT (wB97M-V/def2-TZVPD) results for a cluster of 2 separate species, C5H13NOS in total.

## Properties
net charge	0
M	135.232	g mol⁻¹
SMILES string	C=CCO.NCCS

Bonds (Å) are listed after each position.
Geometry (Å):
1 C 1.278 1.365 -2.210  C2 1.361, H5 1.091, H6 1.072
2 C 1.681 1.020 -0.957  C1 1.361, C3 1.480, H7 1.104
3 C 2.750 0.045 -0.649  C2 1.480, O4 1.432, H8 1.122, H9 1.095
4 O 3.622 0.781 0.217  C3 1.432, H10 1.034
5 H 0.576 2.179 -2.399  C1 1.091
6 H 1.835 1.009 -3.054  C1 1.072
7 H 1.149 1.461 -0.096  C2 1.104
8 H 2.373 -0.839 -0.068  C3 1.122
9 H 3.311 -0.253 -1.540  C3 1.095
10 H 4.422 0.214 0.544  O4 1.034
11 N -1.586 0.218 2.393  C12 1.472, H15 1.029, H16 1.010
12 C -2.507 -0.394 1.421  N11 1.472, C13 1.542, H17 1.136, H18 1.064
13 C -1.784 -1.057 0.232  C12 1.542, S14 1.838, H19 1.111, H20 1.099
14 S -2.994 -1.753 -0.963  C13 1.838, H21 1.332
15 H -2.005 1.073 2.784  N11 1.029
16 H -1.367 -0.328 3.214  N11 1.010
17 H -3.191 0.383 0.952  C12 1.136
18 H -3.119 -1.163 1.829  C12 1.064
19 H -1.172 -0.307 -0.314  C13 1.111
20 H -1.094 -1.788 0.675  C13 1.099
21 H -2.180 -1.867 -2.011  S14 1.332

---

Run y
DFT (wB97M-V/def2-TZVPD) results for the molecule C5H13NOS.

## Properties
net charge	0
M	135.232	g mol⁻¹
SMILES string	OCCNCCCS

Bonds (Å) are listed after each position.
Geometry (Å):
1 O 3.433 -0.446 -0.384  C2 1.396, H9 0.959
2 C 2.325 0.234 0.125  O1 1.396, C3 1.534, H10 1.091, H11 1.100
3 C 1.459 -0.630 1.051  C2 1.534, N4 1.457, H12 1.104, H13 1.090
4 N 0.149 -0.064 1.348  C3 1.457, C5 1.459, H14 1.016
5 C -1.006 -0.481 0.560  N4 1.459, C6 1.443, H15 1.168, H16 1.091
6 C -1.098 -0.338 -0.873  C5 1.443, C7 1.524, H17 1.095, H18 1.102
7 C -1.824 0.981 -1.104  C6 1.524, S8 1.778, H19 1.098, H20 1.090
8 S -3.473 0.831 -0.455  C7 1.778, H21 1.437
9 H 3.237 -1.206 -0.936  O1 0.959
10 H 2.592 1.151 0.652  C2 1.091
11 H 1.651 0.539 -0.690  C2 1.100
12 H 1.217 -1.515 0.437  C3 1.104
13 H 1.992 -0.951 1.945  C3 1.090
14 H 0.197 0.951 1.349  N4 1.016
15 H -1.937 0.175 0.821  C5 1.168
16 H -1.231 -1.460 0.986  C5 1.091
17 H -0.198 -0.453 -1.488  C6 1.095
18 H -1.712 -1.164 -1.266  C6 1.102
19 H -1.222 1.781 -0.651  C7 1.098
20 H -1.859 1.177 -2.176  C7 1.090
21 H -2.692 0.890 0.750  S8 1.437

---

Verdict on stability: run w comes out at the bottom.